An isolated molecule of C4H8N2O2. Source: the Open Molecules 2025 dataset; level of theory: the ωB97M-V functional and the def2-TZVPD basis.

Calculated values
* HOMO level: -8.56 eV
* relative energy (zero: lowest compared OMol25 entry of this formula, charge and spin): 475.8 kJ/mol
* SMILES string: O/N=C\NC1COC1
* orbital gap: 0.3478 hartree
* LUMO level: 0.91 eV
* net charge: 0

The geometry in XYZ format:
```
16
C4H8N2O2, DFT the ωB97M-V functional and the def2-TZVPD basis
C 1.34777 0.79105 -0.30374
C -0.74970 -0.48689 0.40065
C -1.69215 0.70056 0.69345
C -1.61635 -0.69760 -0.86805
H 4.03645 -0.25398 0.08468
H 0.81403 1.74043 -0.48273
H 1.32049 -0.92348 0.50481
H -0.83515 -1.34553 1.11142
H -1.22191 1.59353 0.95929
H -2.34501 0.44543 1.51466
H -2.22984 -1.57212 -1.03745
H -0.84425 -0.54321 -1.67973
N 2.58139 0.70322 -0.63237
N 0.66667 -0.28526 0.22181
O 3.11724 -0.39921 0.09803
O -2.34968 0.53305 -0.58472
```

=====

The ion C3H9N2S with charge -1. Source: the Open Molecules 2025 dataset; level of theory: the ωB97M-V functional and the def2-TZVPD basis.

Calculated values
* HOMO level: -2.44 eV
* relative energy (zero: lowest compared OMol25 entry of this formula, charge and spin): 106.9 kJ/mol
* SMILES string: NCNCC[S-]
* orbital gap: 0.2394 hartree
* LUMO level: 4.07 eV
* net charge: -1

The geometry in XYZ format:
```
15
C3H9N2S, DFT the ωB97M-V functional and the def2-TZVPD basis
C 1.09933 0.38765 -0.17126
C 1.04321 -1.13229 -0.08756
S 2.20605 -1.75295 -1.40977
N 0.12259 1.14514 0.60666
C -1.23009 1.06919 0.07647
N -1.94770 -0.24129 0.08994
H 1.11233 0.65053 -1.23025
H 2.13393 0.54458 0.15104
H 1.53319 -1.45301 0.82752
H 0.12351 -1.58134 -0.39054
H -0.02522 0.67042 1.48206
H -1.79565 1.66922 0.79330
H -1.33299 1.51326 -0.90319
H -1.55307 -0.76437 -0.69279
H -1.48941 -0.72474 0.85836
```

=====

A cluster of 2 separate species, CH2OS2 in total. Source: the Open Molecules 2025 dataset; level of theory: the ωB97M-V functional and the def2-TZVPD basis.

Calculated values
* HOMO level: -9.56 eV
* relative energy (zero: lowest compared OMol25 entry of this formula, charge and spin): 311.9 kJ/mol
* orbital gap: 0.3491 hartree
* LUMO level: -0.06 eV
* net charge: 0

The geometry in XYZ format:
```
6
CH2OS2, DFT the ωB97M-V functional and the def2-TZVPD basis
C -0.99812 -3.38090 1.52069
O 0.99966 1.26039 -0.42816
S -0.08761 -2.25727 1.98762
S -0.44794 0.36040 -0.59287
H 1.16652 1.56415 0.44950
H -1.34106 1.35139 -0.30691
```

=====

The lowest HOMO level belongs to which entry?
CH2OS2

=====

Which of these has the highest HOMO level?
C3H9N2S

=====

What is the net charge in the third record?
0